Entry 1:
The following is a DFT calculation (wB97M-V/def2-TZVPD) of C3H3Cl2F in the gas phase at a distorted geometry.

Results
largest force on an atom	3.43	eV Å⁻¹
orbital gap	10.88	eV
E_LUMO	0.009	hartree

Cartesian coordinates (Å):
C1 -0.363 -0.989 -1.043
C2 -0.237 0.256 -0.512
C3 0.302 0.451 0.868
F1 0.251 -0.673 1.560
Cl1 2.108 1.015 0.791
Cl2 -0.706 1.621 1.948
H1 -0.608 -1.081 -2.130
H2 -0.332 -1.819 -0.409
H3 -0.414 1.219 -1.072

Mulliken atomic charge list, values in e, 5 entries: C -0.62; C -0.22; C 0.53; F -0.19; Cl -0.15

---

Entry 2:
The following is a DFT calculation (wB97M-V/def2-TZVPD) of C4H11NOS in the gas phase at a distorted geometry.

Results
largest force on an atom	3.61	eV Å⁻¹
orbital gap	9.28	eV
E_LUMO	0.026	hartree

Cartesian coordinates (Å):
C1 -0.599 1.167 -1.630
C2 -0.248 0.155 -0.584
C3 1.261 -0.229 -0.578
S1 1.624 -1.050 -2.140
N1 -0.615 0.603 0.788
C4 -0.931 -0.291 1.923
O1 -0.011 -0.625 2.921
H1 -0.349 2.180 -1.298
H2 -0.113 1.026 -2.606
H3 -1.680 1.065 -1.731
H4 -0.917 -0.737 -0.586
H5 1.556 -0.912 0.205
H6 1.848 0.749 -0.590
H7 2.291 -2.169 -1.815
H8 -0.286 1.556 0.936
H9 -1.325 -1.207 1.436
H10 -1.724 0.274 2.414
H11 0.217 -1.556 2.933

Mulliken atomic charge list, values in e, 5 entries: C -1.24; C 0.16; C -0.52; S -0.27; N -0.24

---

Entry 3:
The following is a DFT calculation (wB97M-V/def2-TZVPD) of a molecular structure, C24H25FeN4O4Sb at a distorted geometry.

Results
largest force on an atom	2.12	eV Å⁻¹
net charge	+1
orbital gap (spin up / spin down)	8.24 / 6.78	eV
E_LUMO (spin up / spin down)	-0.093 / -0.162	hartree
spin multiplicity	6

Cartesian coordinates (Å):
Fe1 0.305 -0.213 0.225
C1 -0.463 -2.181 2.083
C2 -1.166 -2.543 0.811
C3 -1.945 -3.687 0.741
C4 -2.585 -4.019 -0.441
C5 -2.399 -3.213 -1.543
C6 -1.576 -2.126 -1.379
N1 -0.993 -1.730 -0.262
Sb1 -2.872 1.363 -0.941
C7 -2.457 1.169 1.149
C8 -3.394 1.704 2.022
C9 -3.149 1.662 3.385
C10 -1.964 1.113 3.829
C11 -1.050 0.603 2.916
C12 0.286 0.104 3.392
N2 -1.314 0.596 1.586
C13 -0.970 2.317 -1.261
C14 -0.911 3.374 -2.156
C15 0.288 4.070 -2.296
C16 1.359 3.722 -1.504
C17 1.241 2.669 -0.598
C18 2.372 2.331 0.329
N3 0.102 1.950 -0.523
H1 -0.738 -2.852 2.894
H2 0.617 -2.224 1.934
H3 -0.722 -1.165 2.369
H4 -2.043 -4.310 1.619
H5 -3.211 -4.902 -0.507
H6 -2.849 -3.416 -2.506
H7 -4.296 2.160 1.636
H8 -3.861 2.078 4.088
H9 -1.727 1.087 4.885
H10 0.356 0.160 4.477
H11 0.475 -0.925 3.093
H12 1.091 0.703 2.966
H13 -1.792 3.665 -2.717
H14 0.365 4.900 -2.990
H15 2.297 4.263 -1.567
H16 2.892 3.238 0.636
H17 2.013 1.816 1.214
H18 3.088 1.677 -0.163
O1 -1.405 -1.401 -2.550
C19 -0.277 -0.798 -2.812
C20 -0.011 -0.374 -4.218
C21 1.431 0.124 -4.102
C22 1.740 0.009 -2.616
O2 2.737 0.341 -2.055
N4 0.609 -0.578 -1.931
H19 -0.722 0.400 -4.509
H20 -0.146 -1.215 -4.898
H21 1.582 1.149 -4.429
H22 2.134 -0.503 -4.650
C23 3.991 -1.739 1.353
C24 2.593 -1.753 0.797
O3 2.171 -2.696 0.157
O4 1.873 -0.673 1.067
H23 4.682 -2.070 0.579
H24 4.045 -2.456 2.173
H25 4.272 -0.754 1.718

Mulliken atomic charge list, values in e, 5 entries: Fe 1.88; C -1.43; C 0.95; C -0.94; C -0.46

---

Entry 4:
The following is a DFT calculation (wB97M-V/def2-TZVPD) of a molecular structure, C17H22AuN9OS.

Results
largest force on an atom	0.43	eV Å⁻¹
net charge	+2
orbital gap	7.46	eV
E_LUMO	-0.281	hartree

Cartesian coordinates (Å):
Au1 -0.130 -0.567 -0.421
N1 3.025 -3.288 -1.046
C1 1.993 -2.629 -1.540
N2 1.259 -2.181 -0.529
C2 1.928 -2.619 0.598
N3 3.005 -3.293 0.300
C3 1.454 -2.413 1.978
C4 2.083 -3.008 3.064
N4 1.627 -2.841 4.300
C5 0.540 -2.095 4.447
C6 -0.095 -1.498 3.364
N5 0.368 -1.655 2.129
H1 3.764 -3.766 -1.542
H2 1.787 -2.512 -2.592
H3 2.964 -3.623 2.930
H4 0.160 -1.967 5.453
H5 -0.980 -0.887 3.492
C7 -6.079 -1.436 -1.428
C8 -4.616 -1.428 -1.159
C9 -3.870 -2.623 -1.146
C10 -2.524 -2.566 -0.904
N6 -1.966 -1.361 -0.684
C11 -2.742 -0.271 -0.719
S1 -1.679 1.100 -0.412
N7 -4.024 -0.242 -0.941
H6 -6.580 -2.163 -0.788
H7 -6.257 -1.742 -2.461
H8 -6.501 -0.448 -1.270
H9 -4.350 -3.575 -1.318
H10 -1.884 -3.436 -0.866
C12 1.368 2.001 2.023
N8 1.318 2.607 0.696
C13 1.281 4.075 0.666
C14 0.680 4.549 -0.639
C15 1.433 3.919 -1.790
N9 1.498 2.461 -1.616
C16 1.689 1.687 -2.837
C17 1.431 1.891 -0.418
O1 1.521 0.583 -0.333
H11 0.468 2.271 2.577
H12 2.238 2.379 2.560
H13 1.443 0.924 1.944
H14 2.295 4.461 0.802
H15 0.686 4.401 1.518
H16 0.733 5.634 -0.706
H17 -0.374 4.265 -0.686
H18 2.450 4.312 -1.865
H19 0.932 4.109 -2.738
H20 0.789 1.732 -3.453
H21 1.924 0.658 -2.596
H22 2.519 2.115 -3.398

Mulliken atomic charge list, values in e, 5 entries: Au 1.39; N 0.09; C -0.19; N -0.31; C 0.28

---

Entry 5:
The following is a DFT calculation (wB97M-V/def2-TZVPD) of 2 unconnected molecules or ions with the total composition C2H8S2 at a distorted geometry.

Results
largest force on an atom	1.11	eV Å⁻¹
orbital gap	9.75	eV
E_LUMO	0.032	hartree

Cartesian coordinates (Å):
C1 -2.825 1.222 -1.219
S1 -1.513 0.521 -0.215
H1 -2.505 1.832 -2.080
H2 -3.439 1.849 -0.551
H3 -3.445 0.389 -1.589
H4 -0.925 -0.066 -1.279
C2 2.560 -0.682 1.556
S2 2.336 -0.923 -0.235
H5 1.647 -1.033 2.067
H6 2.719 0.380 1.810
H7 3.418 -1.265 1.928
H8 1.973 -2.223 -0.194

Mulliken atomic charge list, values in e, 5 entries: C -0.75; S -0.14; H 0.27; H 0.25; H 0.27

---

Entry 6:
The following is a DFT calculation (wB97M-V/def2-TZVPD) of 4 unconnected molecules or ions with the total composition C28H49INO11S at a distorted geometry.

Results
largest force on an atom	3.12	eV Å⁻¹
net charge	+1
orbital gap	6.56	eV
E_LUMO	-0.168	hartree

Cartesian coordinates (Å):
C1 1.519 2.683 -5.288
C2 1.926 2.501 -3.750
C3 3.403 1.942 -3.682
C4 1.756 3.925 -3.078
C5 1.308 3.774 -1.585
C6 2.205 4.285 -0.551
N1 1.931 4.177 0.817
C7 0.770 3.560 1.208
C8 0.468 3.385 2.745
C9 0.862 1.855 3.076
C10 1.680 1.699 4.425
I1 3.396 0.390 4.004
C11 -0.223 3.008 0.279
C12 0.042 3.110 -1.158
C13 -0.979 2.491 -2.186
O1 -1.543 1.488 -1.822
O2 -1.108 3.116 -3.398
C14 -2.261 2.641 -4.152
C15 -2.051 1.246 -4.874
C16 -1.638 1.366 -6.405
S1 -1.233 -0.356 -7.002
H1 0.545 3.226 -5.353
H2 2.330 3.303 -5.756
H3 1.513 1.668 -5.760
H4 1.255 1.709 -3.321
H5 3.663 1.724 -2.603
H6 4.147 2.658 -4.139
H7 3.487 0.962 -4.238
H8 0.977 4.566 -3.582
H9 2.732 4.489 -3.061
H10 3.181 4.768 -0.822
H11 2.567 4.538 1.533
H12 1.104 4.115 3.325
H13 -0.609 3.558 2.988
H14 -0.083 1.257 3.033
H15 1.530 1.493 2.241
H16 1.028 1.170 5.164
H17 2.060 2.689 4.795
H18 -1.156 2.521 0.664
H19 -2.416 3.390 -4.983
H20 -3.155 2.650 -3.475
H21 -3.019 0.663 -4.856
H22 -1.270 0.613 -4.365
H23 -2.467 1.736 -7.061
H24 -0.745 2.016 -6.587
H25 -0.587 -0.918 -5.929
C17 0.734 -1.354 -2.324
C18 1.504 -1.585 -3.602
O3 2.831 -2.058 -3.345
C19 2.923 -3.349 -2.999
O4 2.002 -4.118 -2.897
O5 4.208 -3.627 -2.761
C20 4.434 -4.954 -2.281
H26 1.289 -0.689 -1.657
H27 -0.239 -0.910 -2.545
H28 0.569 -2.284 -1.777
H29 1.610 -0.631 -4.126
H30 0.978 -2.268 -4.273
H31 3.996 -5.697 -2.948
H32 4.030 -5.059 -1.273
H33 5.510 -5.114 -2.243
C21 -4.756 -3.006 0.620
C22 -3.924 -4.096 1.269
O6 -3.516 -5.080 0.311
C23 -2.513 -4.719 -0.497
O7 -1.933 -3.660 -0.482
O8 -2.280 -5.726 -1.344
C24 -1.294 -5.433 -2.335
H34 -5.601 -3.440 0.081
H35 -5.133 -2.310 1.372
H36 -4.170 -2.440 -0.106
H37 -4.529 -4.618 2.011
H38 -3.056 -3.685 1.790
H39 -0.365 -5.089 -1.881
H40 -1.679 -4.686 -3.032
H41 -1.090 -6.349 -2.886
C25 -3.162 0.531 9.558
C26 -1.747 0.856 9.996
O9 -0.869 -0.261 9.794
C27 -0.489 -0.477 8.534
O10 -0.806 0.179 7.570
O11 0.292 -1.564 8.515
C28 0.685 -1.965 7.205
H42 -3.518 -0.374 10.054
H43 -3.837 1.355 9.796
H44 -3.213 0.347 8.484
H45 -1.739 1.066 11.066
H46 -1.361 1.743 9.489
H47 1.153 -1.142 6.664
H48 -0.178 -2.344 6.656
H49 1.412 -2.770 7.304

Mulliken atomic charge list, values in e, 5 entries: C -1.36; C 1.71; C -1.45; C -1.07; C 0.47

---

Entry 7:
The following is a DFT calculation (wB97M-V/def2-TZVPD) of C20H29N3O3S in the gas phase.

Results
largest force on an atom	0.12	eV Å⁻¹
orbital gap	8.77	eV
E_LUMO	-0.002	hartree

Cartesian coordinates (Å):
C1 -0.880 1.072 -4.694
C2 -0.121 1.659 -3.513
C3 1.009 0.766 -3.005
C4 1.886 1.476 -1.958
C5 1.074 2.054 -0.808
O1 0.648 3.195 -0.903
N1 0.721 1.263 0.251
C6 -0.238 1.836 1.186
C7 1.455 0.079 0.678
C8 0.537 -1.092 1.060
N2 0.488 -1.068 2.523
C9 -0.328 -1.797 3.322
O2 -0.312 -1.665 4.538
C10 -1.237 -2.764 2.641
C11 -2.098 -3.465 3.371
C12 -3.023 -4.440 2.827
C13 -3.960 -5.226 3.414
C14 -4.526 -5.954 2.332
C15 -5.613 -6.978 2.370
N3 -3.967 -5.622 1.201
O3 -3.015 -4.665 1.504
C16 1.434 -0.133 3.122
C17 2.278 0.301 1.943
C18 3.751 0.002 1.912
C19 3.258 1.420 2.033
S1 0.401 -0.842 -2.374
C20 0.716 -1.905 -3.798
H1 -1.636 1.772 -5.050
H2 -0.210 0.854 -5.529
H3 -1.390 0.150 -4.412
H4 0.312 2.625 -3.786
H5 -0.812 1.863 -2.692
H6 1.666 0.511 -3.842
H7 2.688 0.811 -1.642
H8 2.342 2.343 -2.437
H9 -0.978 2.407 0.632
H10 -0.732 1.036 1.734
H11 0.244 2.511 1.897
H12 2.092 -0.228 -0.142
H13 -0.449 -0.969 0.613
H14 0.962 -2.029 0.693
H15 -1.188 -2.897 1.568
H16 -2.120 -3.311 4.443
H17 -4.211 -5.280 4.458
H18 -5.955 -7.134 3.391
H19 -6.461 -6.659 1.766
H20 -5.258 -7.929 1.974
H21 0.901 0.701 3.587
H22 2.011 -0.625 3.905
H23 4.188 -0.459 2.787
H24 4.187 -0.305 0.970
H25 3.355 2.072 1.173
H26 3.370 1.916 2.988
H27 0.420 -2.912 -3.508
H28 0.130 -1.602 -4.662
H29 1.775 -1.911 -4.051

Mulliken atomic charge list, values in e, 5 entries: C -1.37; C -0.38; C -0.08; C -1.24; C 0.43

---

Entry 8:
The following is a DFT calculation (wB97M-V/def2-TZVPD) of 8 unconnected molecules or ions with the total composition C4H23NO9 at a distorted geometry.

Results
largest force on an atom	2.68	eV Å⁻¹
orbital gap	9.87	eV
E_LUMO	0.012	hartree

Cartesian coordinates (Å):
N1 0.481 -0.339 -1.762
C1 -0.471 -0.604 -0.667
C2 -0.028 -1.543 0.460
O1 0.517 -2.684 -0.258
C3 -0.892 0.788 -0.178
C4 -1.962 1.287 -1.195
O2 -2.118 2.469 -1.403
H1 0.753 -1.240 -2.137
H2 1.351 0.071 -1.427
H3 -1.253 -1.115 -1.244
H4 -0.866 -1.916 1.038
H5 0.717 -1.018 1.050
H6 1.144 -3.096 0.338
H7 -1.357 0.941 0.791
H8 -0.145 1.584 -0.260
H9 -2.298 0.635 -2.017
O3 1.836 3.517 0.566
H10 1.179 3.704 -0.135
H11 1.754 4.326 1.050
O4 0.630 3.182 -1.871
H12 -0.273 3.516 -2.034
H13 1.054 2.608 -2.518
O5 -3.724 -0.599 0.927
H14 -3.865 -0.881 0.020
H15 -4.597 -0.673 1.344
O6 -1.868 -4.270 -1.112
H16 -1.869 -3.445 -1.639
H17 -1.052 -4.190 -0.619
O7 1.526 -3.123 3.123
H18 2.357 -2.595 3.183
H19 0.919 -2.659 3.720
O8 2.914 0.883 -0.486
H20 2.578 1.761 -0.318
H21 3.869 1.074 -0.389
O9 1.093 1.312 2.395
H22 1.242 0.442 1.960
H23 0.722 1.890 1.704

Mulliken atomic charge list, values in e, 5 entries: N -0.58; C 0.05; C 0.01; O -0.60; C 0.21

---

Going through the records in order, we get energy relative to the best compared isomer or geometry (same formula, charge and spin) values of 10.9; 41.7; 2.0; 0.0; 9.2; 60.5; 61.6; 79.7 kcal per mole.
Going through the records in order, we get M values of 128.96; 121.20; 611.09; 597.46; 96.22; 734.67; 391.54; 229.23 g mol⁻¹.
Going through the records in order, we get electronic energy values of -1136.3200; -687.1429; -2953.3237; -1762.4303; -877.3441; -2674.3323; -1567.6284; -898.0760 a.u..